Record 1
ORCA calculation (ωB97M-V/def2-TZVPD) on a cluster of 2 separate species, C3H9NO2 in total at a distorted geometry.

Results
largest force on an atom: 6.6 eV/Å
energy relative to the best compared isomer or geometry (same formula, charge and spin): 54.3 kcal/mol
gap between HOMO and LUMO: 0.34814 hartree
structure (SMILES): CC(=O)O.CN
E_HOMO: -8.836 eV

Last columns: bonded neighbours and bond lengths (Å).
Positions of all 15 atoms, in Å:
1 C -1.3811 -0.3494 -1.1039  C2 1.490, H5 1.067, H6 1.127, H7 1.192
2 C -0.5848 0.8920 -1.3176  C1 1.490, O3 1.341, O4 1.242
3 O -0.0773 0.9704 -2.5561  C2 1.341, H10 0.905
4 O -0.5103 1.9107 -0.6108  C2 1.242
5 H -0.9042 -1.2996 -1.0196  C1 1.067
6 H -2.0047 -0.4393 -2.0386  C1 1.127
7 H -1.8657 -0.4652 -0.0214  C1 1.192
8 C 1.3985 -0.7062 1.5891  N9 1.419, H13 1.178, H14 1.014, H15 1.215
9 N 0.3312 0.1188 2.0299  C8 1.419, H11 1.049, H12 1.042
10 H 0.7012 1.4307 -2.5349  O3 0.905
11 H 0.5600 1.1226 1.8280  N9 1.049
12 H -0.6017 -0.1750 1.6699  N9 1.042
13 H 1.0702 -1.8285 1.7273  C8 1.178
14 H 2.2741 -0.3583 1.9627  C8 1.014
15 H 1.5945 -0.8236 0.3961  C8 1.215

=====

Record 2
ORCA calculation (ωB97M-V/def2-TZVPD) on the molecule C5H6O at a distorted geometry.

Results
largest force on an atom: 2.1 eV/Å
energy relative to the best compared isomer or geometry (same formula, charge and spin): 73.6 kcal/mol
gap between HOMO and LUMO: 0.33682 hartree
structure (SMILES): CCc1cc1=O
E_HOMO: -8.390 eV

Last columns: bonded neighbours and bond lengths (Å).
Positions of all 12 atoms, in Å:
1 C -1.5980 0.3563 -0.2949  C2 1.533, H7 1.096, H8 1.095, H9 1.091
2 C -0.6192 -0.7922 -0.0231  C1 1.533, C3 1.464, H10 1.088, H11 1.098
3 C 0.7595 -0.3027 -0.0777  C2 1.464, C4 1.346, C5 1.373
4 C 2.0665 -0.3658 -0.3912  C3 1.346, C5 1.463, H12 1.054
5 C 1.5394 0.6666 0.5019  C3 1.373, C4 1.463, O6 1.213
6 O 1.8104 1.6017 1.2262  C5 1.213
7 H -1.5232 1.1391 0.4690  C1 1.096
8 H -1.4113 0.8222 -1.2678  C1 1.095
9 H -2.6173 -0.0337 -0.2881  C1 1.091
10 H -0.7967 -1.6605 -0.6537  C2 1.088
11 H -0.7169 -1.0975 1.0276  C2 1.098
12 H 3.1068 -0.3334 -0.2283  C4 1.054

=====

Record 3
ORCA calculation (ωB97M-V/def2-TZVPD) on the molecule C4H13BN2O3 at a distorted geometry.

Results
largest force on an atom: 4.1 eV/Å
energy relative to the best compared isomer or geometry (same formula, charge and spin): 29.6 kcal/mol
gap between HOMO and LUMO: 0.34609 hartree
structure (SMILES): C[C@H](O)NB(O)N[C@@H](C)O
E_HOMO: -8.934 eV

Last columns: bonded neighbours and bond lengths (Å).
Positions of all 23 atoms, in Å:
1 B -0.1231 -0.0234 0.5587  N6 1.455, N7 1.389, O8 1.410
2 C -1.9837 2.3919 -1.7384  C4 1.525, H11 1.136, H12 1.002, H13 1.082
3 C 2.7543 -2.0847 1.1522  C5 1.517, H14 1.117, H15 1.062, H16 1.134
4 C -1.6699 1.9574 -0.3107  C2 1.525, N6 1.500, O9 1.405, H17 1.026
5 C 1.2416 -1.9955 1.2192  C3 1.517, N7 1.412, O10 1.466, H18 1.156
6 N -0.6996 0.8252 -0.4730  B1 1.455, C4 1.500, H19 1.041
7 N 0.8284 -1.0031 0.3044  B1 1.389, C5 1.412, H20 1.021
8 O -0.7117 -0.0264 1.8398  B1 1.410, H21 0.913
9 O -2.7726 1.6064 0.4853  C4 1.405, H22 0.925
10 O 0.8506 -3.2696 0.6087  C5 1.466, H23 0.958
11 H -2.4280 1.6429 -2.4677  C2 1.136
12 H -1.2053 2.7819 -2.2337  C2 1.002
13 H -2.6804 3.2068 -1.5898  C2 1.082
14 H 3.3026 -1.2102 1.5797  C3 1.117
15 H 3.1039 -2.7941 1.8605  C3 1.062
16 H 3.1988 -2.2787 0.1268  C3 1.134
17 H -1.1989 2.5820 0.3538  C4 1.026
18 H 0.8751 -2.0120 2.3157  C5 1.156
19 H -0.4849 0.7750 -1.4902  N6 1.041
20 H 1.1705 -1.0237 -0.6573  N7 1.021
21 H -1.5219 0.3729 1.9698  O8 0.913
22 H -3.3053 1.1604 -0.1260  O9 0.925
23 H 0.8924 -3.3197 -0.3469  O10 0.958